Arrangement i

{"formula": "C2H8OS", "method": "the ωB97M-V functional and the def2-TZVPD basis", "homo_ev": -8.79, "mol_weight_g_mol": 80.15, "orbital_gap_ev": 9.50, "smiles": "CCO.S", "species": ["C", "C", "O", "H", "H", "H", "H", "H", "H", "S", "H", "H"], "positions_angstrom": [[-0.132, 1.056, -0.914], [0.451, 0.600, 0.412], [-0.470, -0.178, 1.178], [-0.463, 0.185, -1.504], [0.626, 1.608, -1.496], [-0.999, 1.719, -0.749], [1.318, -0.067, 0.244], [0.804, 1.470, 0.998], [-1.252, 0.384, 1.361], [-0.090, -2.339, -0.447], [-0.403, -1.392, 0.457], [0.611, -3.046, 0.459]]}

Arrangement ii

{"formula": "C2H8OS", "method": "the ωB97M-V functional and the def2-TZVPD basis", "homo_ev": -8.49, "mol_weight_g_mol": 80.15, "orbital_gap_ev": 9.28, "smiles": "CSC.O", "species": ["C", "S", "C", "H", "H", "H", "H", "H", "H", "O", "H", "H"], "positions_angstrom": [[-1.969, 0.505, -0.990], [-0.612, -0.347, -0.038], [-0.951, 0.508, 1.590], [-1.610, 1.442, -0.665], [-3.058, 0.128, -0.668], [-1.889, 0.259, -2.070], [-1.633, 1.319, 1.450], [-1.305, -0.158, 2.399], [-0.028, 0.985, 1.945], [3.657, -0.555, -0.620], [4.178, -0.399, 0.275], [3.392, 0.328, -0.695]]}

Question: which arrangement is favored energetically? Ranking from most to least stable: arrangement i, arrangement ii.

Arrangement i

{"formula": "C2H8OS", "method": "the ωB97M-V functional and the def2-TZVPD basis", "homo_ev": -8.73, "mol_weight_g_mol": 80.15, "orbital_gap_ev": 9.62, "smiles": "CO.CS", "species": ["C", "O", "H", "H", "H", "H", "C", "S", "H", "H", "H", "H"], "positions_angstrom": [[0.020, 0.228, 2.253], [-1.069, 0.636, 1.392], [0.630, 1.112, 2.402], [-0.448, -0.042, 3.197], [0.498, -0.646, 1.840], [-1.417, 1.430, 1.760], [0.336, -0.855, -2.520], [0.857, 0.449, -1.321], [-0.093, -1.711, -2.013], [-0.369, -0.498, -3.267], [1.293, -1.040, -2.994], [-0.240, 0.938, -0.729]]}

Arrangement ii

{"formula": "C2H8OS", "method": "the ωB97M-V functional and the def2-TZVPD basis", "homo_ev": -8.44, "mol_weight_g_mol": 80.15, "orbital_gap_ev": 9.20, "smiles": "CSC.O", "species": ["C", "S", "C", "H", "H", "H", "H", "H", "H", "O", "H", "H"], "positions_angstrom": [[-1.246, 1.062, -0.884], [-1.067, 0.050, 0.671], [-0.324, 1.169, 1.828], [-2.036, 0.571, -1.557], [-0.385, 0.884, -1.361], [-1.344, 2.168, -0.667], [-0.138, 2.128, 1.326], [-1.084, 1.395, 2.730], [0.487, 0.732, 2.337], [2.678, -3.279, -1.600], [2.638, -4.022, -1.089], [1.820, -2.859, -1.734]]}

Question: which arrangement is favored energetically? Ranking from most to least stable: arrangement i, arrangement ii.

Arrangement i

{"formula": "C23H27N3O2", "method": "the ωB97M-V functional and the def2-TZVPD basis", "homo_ev": -7.86, "mol_weight_g_mol": 377.49, "orbital_gap_ev": 8.62, "smiles": "CO[C@@H]1CCCN(Cc2cn(C)nc2-c2ccc(Oc3ccccc3)cc2)C1", "species": ["C", "O", "C", "C", "C", "C", "N", "C", "C", "C", "N", "C", "N", "C", "C", "C", "C", "C", "O", "C", "C", "C", "C", "C", "C", "C", "C", "C", "H", "H", "H", "H", "H", "H", "H", "H", "H", "H", "H", "H", "H", "H", "H", "H", "H", "H", "H", "H", "H", "H", "H", "H", "H", "H", "H"], "positions_angstrom": [[-2.487, -2.894, 1.522], [-1.913, -3.107, 0.259], [-0.928, -2.161, -0.112], [-0.791, -2.192, -1.633], [0.290, -1.210, -2.066], [1.595, -1.512, -1.338], [1.377, -1.433, 0.092], [2.610, -1.413, 0.853], [3.385, -0.161, 0.591], [4.755, -0.048, 0.495], [5.036, 1.239, 0.205], [6.326, 1.838, 0.030], [3.932, 1.964, 0.091], [2.910, 1.149, 0.327], [1.536, 1.628, 0.244], [0.537, 1.129, 1.075], [-0.767, 1.559, 0.943], [-1.098, 2.500, -0.027], [-2.378, 2.982, -0.173], [-3.425, 2.107, -0.056], [-4.615, 2.586, 0.483], [-5.712, 1.751, 0.578], [-5.634, 0.437, 0.145], [-4.455, -0.034, -0.407], [-3.355, 0.796, -0.516], [-0.099, 3.039, -0.831], [1.204, 2.606, -0.692], [0.440, -2.445, 0.526], [-2.903, -1.881, 1.602], [-3.290, -3.623, 1.620], [-1.767, -3.045, 2.335], [-1.241, -1.155, 0.205], [-1.750, -1.945, -2.090], [-0.527, -3.207, -1.935], [0.446, -1.270, -3.144], [-0.012, -0.191, -1.817], [2.350, -0.773, -1.612], [1.965, -2.513, -1.633], [3.255, -2.285, 0.631], [2.350, -1.465, 1.917], [5.528, -0.781, 0.614], [6.870, 1.352, -0.782], [6.915, 1.764, 0.947], [6.171, 2.887, -0.214], [0.783, 0.412, 1.840], [-1.540, 1.175, 1.595], [-4.660, 3.610, 0.819], [-6.632, 2.127, 1.000], [-6.490, -0.214, 0.231], [-4.387, -1.053, -0.759], [-2.440, 0.438, -0.965], [-0.364, 3.789, -1.561], [1.983, 3.013, -1.317], [0.353, -2.398, 1.615], [0.759, -3.467, 0.251]]}

Arrangement ii

{"formula": "C23H27N3O2", "method": "the ωB97M-V functional and the def2-TZVPD basis", "homo_ev": -7.93, "mol_weight_g_mol": 377.49, "orbital_gap_ev": 8.51, "smiles": "C[C@@H](c1ccccc1)N1C[C@@H](C(=O)N2CCN(c3ccccc3)CC2)CC1=O", "species": ["C", "C", "C", "C", "C", "C", "C", "C", "N", "C", "C", "C", "O", "N", "C", "C", "N", "C", "C", "C", "C", "C", "C", "C", "C", "C", "C", "O", "H", "H", "H", "H", "H", "H", "H", "H", "H", "H", "H", "H", "H", "H", "H", "H", "H", "H", "H", "H", "H", "H", "H", "H", "H", "H", "H"], "positions_angstrom": [[3.048, -2.769, -0.995], [1.921, -1.741, -0.937], [1.155, -1.870, 0.366], [-0.033, -2.585, 0.414], [-0.719, -2.726, 1.607], [-0.237, -2.129, 2.760], [0.946, -1.411, 2.717], [1.646, -1.292, 1.530], [2.394, -0.377, -1.111], [1.415, 0.614, -1.499], [1.950, 1.933, -0.909], [1.352, 2.089, 0.490], [1.977, 1.810, 1.492], [0.062, 2.499, 0.546], [-0.730, 2.987, -0.566], [-2.218, 2.745, -0.253], [-2.413, 1.485, 0.411], [-2.646, 0.318, -0.296], [-2.498, 0.228, -1.683], [-2.794, -0.945, -2.351], [-3.248, -2.056, -1.665], [-3.409, -1.976, -0.291], [-3.110, -0.812, 0.386], [-1.786, 1.426, 1.721], [-0.641, 2.449, 1.812], [3.451, 1.674, -0.821], [3.569, 0.158, -0.699], [4.556, -0.436, -0.334], [3.602, -2.668, -1.925], [2.621, -3.768, -0.940], [3.736, -2.627, -0.168], [1.231, -1.936, -1.772], [-0.426, -3.036, -0.487], [-1.633, -3.299, 1.636], [-0.779, -2.229, 3.689], [1.331, -0.942, 3.610], [2.570, -0.737, 1.511], [1.349, 0.667, -2.596], [0.432, 0.339, -1.104], [1.717, 2.800, -1.529], [-0.548, 4.060, -0.722], [-0.462, 2.454, -1.478], [-2.809, 2.777, -1.169], [-2.595, 3.532, 0.408], [-2.146, 1.072, -2.258], [-2.662, -0.988, -3.423], [-3.481, -2.968, -2.192], [-3.784, -2.828, 0.257], [-3.260, -0.763, 1.454], [-1.383, 0.422, 1.877], [-2.521, 1.636, 2.511], [-1.018, 3.446, 2.061], [0.077, 2.144, 2.574], [3.977, 2.006, -1.717], [3.904, 2.142, 0.051]]}

Question: which arrangement is favored energetically? Ranking from most to least stable: arrangement ii, arrangement i.

Arrangement i

{"formula": "C2H11N3O2", "method": "the ωB97M-V functional and the def2-TZVPD basis", "homo_ev": -9.01, "mol_weight_g_mol": 109.13, "orbital_gap_ev": 9.65, "smiles": "[H]/N=C(\\N)NC.O.O", "species": ["H", "N", "C", "N", "N", "C", "H", "H", "H", "H", "H", "H", "O", "H", "H", "O", "H", "H"], "positions_angstrom": [[-0.369, 1.460, 0.273], [-0.158, 0.646, 0.810], [0.241, -0.176, -0.172], [0.273, 0.355, -1.515], [0.722, -1.466, -0.185], [1.749, -1.886, 0.799], [0.094, 1.454, -1.382], [1.207, 0.118, -1.906], [0.645, -1.774, -1.118], [1.326, -2.844, 1.094], [1.970, -1.124, 1.509], [2.668, -2.195, 0.239], [-1.932, 3.202, -3.098], [-2.771, 2.685, -3.025], [-2.173, 4.058, -2.685], [-0.949, -0.792, 3.698], [-0.647, -0.876, 2.747], [-1.896, -0.845, 3.919]]}

Arrangement ii

{"formula": "C2H11N3O2", "method": "the ωB97M-V functional and the def2-TZVPD basis", "homo_ev": -8.93, "mol_weight_g_mol": 109.13, "orbital_gap_ev": 9.15, "species": ["H", "O", "N", "H", "H", "C", "N", "H", "N", "H", "H", "C", "H", "H", "H", "O", "H", "H"], "positions_angstrom": [[-0.531, -1.595, -0.536], [-0.189, -2.541, -1.306], [-1.069, -0.513, 0.152], [-0.874, -3.108, -1.106], [-2.129, -0.507, 0.111], [-0.292, 0.619, 0.204], [-0.929, 1.810, 0.488], [-1.810, 1.846, 0.991], [1.039, 0.517, -0.026], [1.639, 1.323, -0.403], [1.312, -0.363, -0.352], [-0.106, 2.980, 0.547], [-0.830, 3.685, 1.226], [0.888, 2.960, 0.926], [0.054, 3.240, -0.562], [1.658, -3.631, -0.133], [0.951, -3.706, 0.548], [1.218, -3.015, -0.769]]}

Question: which arrangement is favored energetically? Ranking from most to least stable: arrangement i, arrangement ii.

Arrangement i

{"formula": "C2H11N3O2", "method": "the ωB97M-V functional and the def2-TZVPD basis", "homo_ev": -8.82, "mol_weight_g_mol": 109.13, "orbital_gap_ev": 9.34, "smiles": "[H]/N=C(\\N)NC.O.O", "species": ["H", "N", "C", "N", "N", "C", "H", "H", "H", "H", "H", "H", "O", "H", "H", "O", "H", "H"], "positions_angstrom": [[-0.596, -0.970, 2.220], [-0.778, -0.474, 1.369], [0.212, 0.134, 0.833], [1.493, 0.141, 1.368], [0.103, 0.777, -0.353], [-1.080, 0.618, -1.202], [2.309, 0.289, 0.804], [1.636, 0.277, 2.348], [0.884, 1.312, -0.680], [-1.773, 1.421, -1.000], [-0.773, 0.758, -2.236], [-1.427, -0.408, -1.089], [3.267, -1.129, -1.780], [4.061, -1.664, -1.628], [2.632, -1.840, -1.932], [-3.474, 0.532, 1.253], [-2.620, 0.082, 1.103], [-4.076, 0.144, 0.601]]}

Arrangement ii

{"formula": "C2H11N3O2", "method": "the ωB97M-V functional and the def2-TZVPD basis", "homo_ev": -8.52, "mol_weight_g_mol": 109.13, "orbital_gap_ev": 9.01, "smiles": "[H]/N=C(\\N)NC.O.O", "species": ["H", "N", "C", "N", "N", "C", "H", "H", "H", "H", "H", "H", "O", "H", "H", "O", "H", "H"], "positions_angstrom": [[-0.450, -1.476, 1.499], [-0.678, -0.499, 1.358], [0.283, 0.136, 0.723], [1.513, 0.155, 1.384], [0.019, 0.858, -0.416], [-1.238, 0.543, -1.111], [2.074, 1.020, 1.248], [1.520, -0.054, 2.352], [0.732, 1.267, -0.969], [-2.070, 1.306, -0.918], [-1.005, 0.567, -2.217], [-1.516, -0.446, -0.926], [3.338, -1.027, -1.611], [4.035, -1.715, -1.422], [2.701, -1.488, -1.084], [-3.333, 0.609, 0.815], [-2.496, 0.170, 1.210], [-3.428, 0.075, 0.086]]}

Question: which arrangement is favored energetically? Ranking from most to least stable: arrangement i, arrangement ii.

Arrangement i

{"formula": "C6H12NO", "method": "the ωB97M-V functional and the def2-TZVPD basis", "homo_ev": -13.93, "total_charge": 1, "mol_weight_g_mol": 114.17, "orbital_gap_ev": 10.76, "species": ["C", "C", "C", "C", "C", "C", "N", "O", "H", "H", "H", "H", "H", "H", "H", "H", "H", "H", "H", "H"], "positions_angstrom": [[-0.251, -1.783, 0.242], [0.350, -0.258, -1.907], [-1.314, -0.989, 0.984], [2.662, 0.834, 0.285], [-0.182, -0.681, -0.811], [-0.946, 1.426, 0.419], [-1.248, 0.065, -0.078], [1.632, 0.458, 0.829], [0.767, -1.818, 0.858], [-0.710, -2.759, -0.179], [-0.110, 0.743, -2.177], [1.127, -0.775, -2.458], [-2.265, -1.433, 1.173], [-0.764, -0.580, 1.779], [2.950, 0.787, -0.787], [3.496, 1.539, 0.696], [-0.415, 1.361, 1.317], [-0.672, 2.065, -0.415], [-2.016, 1.716, 0.848], [-2.091, 0.080, -0.617]]}

Arrangement ii

{"formula": "C6H12NO", "method": "the ωB97M-V functional and the def2-TZVPD basis", "homo_ev": -12.13, "total_charge": 1, "mol_weight_g_mol": 114.17, "orbital_gap_ev": 3.80, "species": ["O", "C", "C", "C", "C", "C", "C", "N", "H", "H", "H", "H", "H", "H", "H", "H", "H", "H", "H", "H"], "positions_angstrom": [[-1.657, 0.476, -1.648], [-1.282, -0.397, -0.926], [-0.447, -0.147, 0.290], [0.159, -1.208, 0.997], [1.753, -1.030, 1.112], [2.787, 0.317, 2.909], [2.159, 0.247, 1.748], [-3.661, 1.557, -3.939], [-1.525, -1.459, -1.101], [-0.181, 0.882, 0.523], [-0.063, -2.150, 0.499], [-0.258, -1.176, 2.016], [2.115, -1.913, 1.626], [2.147, -1.073, 0.100], [3.220, 1.266, 3.217], [2.854, -0.491, 3.620], [1.993, 1.132, 1.147], [-2.826, 1.251, -3.459], [-3.706, 2.559, -3.805], [-3.584, 1.359, -4.926]]}

Question: which arrangement is favored energetically? Ranking from most to least stable: arrangement i, arrangement ii.